Entry 1:
DFT (wB97M-V/def2-TZVPD) results for a molecular structure, C30H43N2O8P2Ti in a non-equilibrium geometry.

Output
- Multiplicity: 2
- Frontier orbital gap (alpha / beta): 0.25296 / 0.25126 Ha
- LUMO energy (alpha / beta): -6.07 / -6.18 eV
- Total charge: +2
- <S²>: 0.757

CARTESIAN COORDINATES (ANGSTROEM)
1 Ti -0.5261 0.7940 -1.3282
2 C -0.6532 2.5728 -3.8790
3 O -0.1936 2.4817 -2.4863
4 C -0.5513 3.6052 -1.6923
5 C -0.1269 4.8702 -2.0230
6 C -0.5751 5.9242 -1.2335
7 C -1.4330 5.7012 -0.1624
8 C -1.8648 4.4179 0.1420
9 C -1.4107 3.3655 -0.6284
10 N -1.8331 1.9904 -0.5180
11 N -2.9840 1.7262 -0.0761
12 C -3.5135 0.5037 -0.3987
13 C -3.0654 -0.2689 -1.5007
14 O -1.9698 0.0635 -2.1646
15 C -3.8236 -1.3680 -1.9663
16 C -4.9523 -1.7233 -1.3003
17 C -5.4272 -1.0147 -0.1531
18 C -6.5980 -1.4336 0.5134
19 C -7.0547 -0.7414 1.6017
20 C -6.3522 0.3917 2.0498
21 C -5.2088 0.8143 1.4185
22 C -4.7266 0.1158 0.2987
23 H 0.0593 3.1717 -4.4363
24 H -1.6421 3.0209 -3.8824
25 H -0.6865 1.5564 -4.2578
26 H 0.5322 5.0362 -2.8646
27 H -0.2550 6.9316 -1.4630
28 H -1.7772 6.5355 0.4332
29 H -2.5489 4.2291 0.9591
30 H -3.4730 -1.9029 -2.8374
31 H -5.5279 -2.5747 -1.6467
32 H -7.1304 -2.3033 0.1479
33 H -7.9534 -1.0583 2.1133
34 H -6.7206 0.9412 2.9069
35 H -4.6792 1.6849 1.7805
36 C 4.5395 0.9885 -2.2989
37 C 3.0697 0.9051 -1.9854
38 C 2.2724 0.1586 -3.0297
39 O 2.9284 0.1664 -0.7062
40 P 2.1123 0.7402 0.4994
41 O 0.8607 1.4520 0.0220
42 C 1.6725 -0.7574 1.3846
43 P 0.7748 -1.8833 0.2876
44 O -0.0875 -1.0199 -0.6065
45 O 1.7768 -2.6790 -0.5591
46 C 2.7903 -3.7373 -0.2383
47 C 2.4993 -4.4438 1.0623
48 C 4.1448 -3.0819 -0.2960
49 O -0.0538 -2.8479 1.1546
50 C -1.5524 -2.8405 1.2724
51 C -1.9474 -1.7473 2.2314
52 C -1.9361 -4.2246 1.7146
53 O 2.9735 1.7242 1.3037
54 C 4.0657 1.5275 2.3112
55 C 3.4782 1.0807 3.6259
56 C 5.1364 0.6275 1.7461
57 H 4.6832 1.4941 -3.2549
58 H 4.9758 -0.0087 -2.3712
59 H 5.0719 1.5534 -1.5347
60 H 2.6544 1.9027 -1.8332
61 H 2.7032 -0.8233 -3.2285
62 H 2.2467 0.7288 -3.9582
63 H 1.2375 -0.0450 -2.7261
64 H 1.0094 -0.4862 2.2105
65 H 2.5638 -1.2448 1.7825
66 H 2.6652 -4.4257 -1.0701
67 H 2.5795 -3.7730 1.9224
68 H 3.2499 -5.2243 1.1935
69 H 1.5182 -4.9118 1.0730
70 H 4.2997 -2.4164 0.5561
71 H 4.2694 -2.5092 -1.2136
72 H 4.9168 -3.8516 -0.2615
73 H -1.9270 -2.6371 0.2694
74 H -1.5159 -1.9257 3.2180
75 H -3.0346 -1.7299 2.3305
76 H -1.6423 -0.7588 1.8809
77 H -1.5490 -4.4402 2.7117
78 H -1.5685 -4.9799 1.0212
79 H -3.0242 -4.2937 1.7482
80 H 4.4449 2.5411 2.4034
81 H 3.2121 0.0223 3.6234
82 H 2.6035 1.6745 3.8894
83 H 4.2244 1.2212 4.4085
84 H 4.7615 -0.3789 1.5474
85 H 5.9424 0.5329 2.4747
86 H 5.5567 1.0288 0.8254

Atom charges from the Löwdin analysis, given in e for atoms 1 to 5: number 1, Ti, carries 1.080; number 2, C, carries 0.029; number 3, O, carries -0.245; number 4, C, carries -0.224; number 5, C, carries 0.017


Entry 2:
DFT (wB97M-V/def2-TZVPD) results for a molecular structure, C5H6O2 in a non-equilibrium geometry.

Output
- Frontier orbital gap: 0.31788 Ha
- LUMO energy: -0.41 eV

CARTESIAN COORDINATES (ANGSTROEM)
1 O -1.4068 -1.9850 0.5392
2 C -0.2825 -1.5556 0.5594
3 C 0.1058 -0.1404 0.1562
4 C -0.9016 1.3958 0.5990
5 C -0.9688 0.6059 -0.6347
6 C 1.5056 0.0110 -0.3612
7 O 1.9090 1.0091 -0.9101
8 H 0.5644 -2.2139 0.8575
9 H -0.1852 2.2214 0.4848
10 H -0.1092 0.4546 1.2584
11 H -0.5505 1.0796 -1.5168
12 H -1.8496 -0.0091 -0.8029
13 H 2.1694 -0.8735 -0.2290

Atom charges from the Löwdin analysis, given in e for atoms 1 to 5: number 1, O, carries 0.084; number 2, C, carries -0.208; number 3, C, carries -0.310; number 4, C, carries 0.078; number 5, C, carries -0.191


Entry 3:
DFT (wB97M-V/def2-TZVPD) results for a gas-phase ion, C3H3NO2P (charge -1) in a non-equilibrium geometry.

Output
- Frontier orbital gap: 0.29539 Ha
- SMILES string: NPC([O-])=C=C=O
- LUMO energy: 4.12 eV
- Total charge: -1

CARTESIAN COORDINATES (ANGSTROEM)
1 N 0.4016 0.5120 -0.1798
2 P 0.4018 -1.1473 -0.2853
3 C -1.4373 -1.4965 0.0509
4 O -1.8385 -2.6463 0.1536
5 C -2.1119 -0.3395 -0.1575
6 C -3.1837 0.3048 -0.1325
7 O -3.9356 1.2630 -0.0385
8 H 1.1183 1.1171 -0.4674
9 H -0.4645 1.0288 0.0667
10 H 1.0030 -1.5466 1.0829

Atom charges from the Löwdin analysis, given in e for atoms 1 to 5: number 1, N, carries -0.335; number 2, P, carries 0.742; number 3, C, carries -0.746; number 4, O, carries -0.091; number 5, C, carries -0.145


Entry 4:
DFT (wB97M-V/def2-TZVPD) results for 6 unconnected molecules or ions with the total composition C12H24Cl12 in a non-equilibrium geometry.

Output
- Frontier orbital gap: 0.40425 Ha
- SMILES string: ClCCCl.ClCCCl.ClCCCl.ClCCCl.ClCCCl.ClCCCl
- LUMO energy: 0.30 eV

CARTESIAN COORDINATES (ANGSTROEM)
1 Cl 5.1023 0.0003 -2.8612
2 C 4.7605 1.5880 -2.1723
3 C 3.8635 2.3709 -3.1449
4 Cl 2.3236 1.6245 -3.2433
5 H 5.6749 2.1802 -2.1268
6 H 4.3224 1.5179 -1.1871
7 H 4.3922 2.3535 -4.1362
8 H 3.6674 3.3854 -2.8662
9 Cl -4.4829 1.2206 2.8159
10 C -3.4456 -0.2033 2.9177
11 C -3.7084 -0.9966 4.1721
12 Cl -3.5498 -0.0936 5.7404
13 H -2.3759 0.0497 2.8642
14 H -3.7111 -0.8220 2.0802
15 H -3.0137 -1.8311 4.2437
16 H -4.7157 -1.4412 4.1767
17 Cl 2.8921 0.5654 0.7707
18 C 1.4687 -0.3188 0.1428
19 C 0.1604 -0.1870 0.8854
20 Cl -0.2788 1.5529 0.9746
21 H 1.7185 -1.3758 0.1056
22 H 1.4062 -0.0423 -0.9120
23 H 0.2258 -0.6427 1.8406
24 H -0.6535 -0.5651 0.2542
25 Cl -0.7869 -0.2895 -2.9243
26 C -1.3306 1.4138 -2.5758
27 C -1.5649 2.1554 -3.8524
28 Cl -2.5538 3.5245 -3.5982
29 H -0.5317 1.8175 -1.9881
30 H -2.2512 1.2882 -2.0087
31 H -2.0954 1.5322 -4.5358
32 H -0.6246 2.4959 -4.2930
33 Cl 6.6690 -1.3658 5.0169
34 C 5.3424 -0.8020 4.0586
35 C 4.8176 -1.8775 3.0834
36 Cl 3.9217 -3.1180 4.0584
37 H 5.7170 0.0138 3.4138
38 H 4.4556 -0.4943 4.6065
39 H 5.6274 -2.3282 2.4899
40 H 4.0123 -1.4755 2.5161
41 Cl -5.3673 -3.2123 -0.6108
42 C -5.7338 -1.9976 -1.9084
43 C -4.5667 -1.0479 -2.0498
44 Cl -4.3434 -0.0756 -0.6440
45 H -6.6743 -1.4773 -1.5718
46 H -5.8228 -2.5755 -2.8031
47 H -4.6987 -0.3262 -2.9030
48 H -3.6598 -1.6674 -2.3109

Atom charges from the Löwdin analysis, given in e for atoms 1 to 5: number 1, Cl, carries 0.561; number 2, C, carries -0.681; number 3, C, carries -0.708; number 4, Cl, carries 0.610; number 5, H, carries 0.075


Entry 5:
DFT (wB97M-V/def2-TZVPD) results for a molecular structure, C19H32Ge2N4STc in a non-equilibrium geometry.

Output
- Multiplicity: 4
- Frontier orbital gap (alpha / beta): 0.26048 / 0.21566 Ha
- LUMO energy (alpha / beta): -13.77 / -15.31 eV
- Total charge: +4
- <S²>: 3.817

CARTESIAN COORDINATES (ANGSTROEM)
1 Tc -0.8318 0.8559 0.7409
2 C -2.0174 -3.9801 1.1229
3 C -2.2592 -2.5317 1.5823
4 Ge -2.0440 -1.2370 0.1536
5 C -3.1949 -0.9759 -1.3910
6 C -3.1463 -2.1820 -2.3506
7 C -0.0250 -1.2367 -0.4927
8 C 1.2864 -0.9639 -0.7668
9 Ge 1.7826 0.7502 0.0400
10 C 1.7219 2.3074 -1.1167
11 C 2.9814 2.3310 -2.0206
12 C 2.6324 0.6459 1.7816
13 C 4.1128 0.2238 1.6454
14 C 2.1709 -1.8435 -1.5293
15 C 3.5252 -1.4419 -1.7286
16 C 4.3928 -2.2227 -2.4312
17 C 3.9326 -3.4567 -2.9802
18 C 2.5876 -3.8717 -2.8067
19 C 1.7286 -3.0859 -2.1024
20 H -2.1874 -4.6454 1.9689
21 H -0.9905 -4.1382 0.7886
22 H -2.6995 -4.2821 0.3289
23 H -1.5932 -2.2575 2.4002
24 H -3.2870 -2.4129 1.9367
25 H -2.9300 -0.0570 -1.9164
26 H -4.2050 -0.8585 -0.9882
27 H -2.1577 -2.3113 -2.7942
28 H -3.8473 -2.0091 -3.1667
29 H -3.4405 -3.1088 -1.8590
30 H -0.3399 -2.2227 -0.8828
31 H 1.6910 3.2024 -0.4926
32 H 0.8293 2.2874 -1.7501
33 H 3.9026 2.3391 -1.4372
34 H 2.9647 3.2436 -2.6154
35 H 2.9978 1.4878 -2.7116
36 H 2.0978 -0.0769 2.4017
37 H 2.5521 1.6242 2.2576
38 H 4.2126 -0.7893 1.2548
39 H 4.5642 0.2355 2.6372
40 H 4.6859 0.9104 1.0215
41 H 3.8796 -0.5025 -1.3166
42 H 5.4230 -1.9273 -2.5830
43 H 4.6220 -4.0796 -3.5402
44 H 2.2604 -4.8086 -3.2384
45 H 0.7060 -3.4167 -1.9871
46 C -3.7610 5.2082 1.6446
47 C -3.1979 4.1396 2.4978
48 N -3.3398 4.0066 3.7784
49 N -2.6554 2.8871 4.1345
50 C -2.0791 2.3042 3.1079
51 S -1.0831 0.8853 2.9765
52 N -2.4010 3.0724 2.0527
53 N -1.9502 2.7337 0.7531
54 H -4.3233 5.8857 2.2853
55 H -4.4448 4.8036 0.8951
56 H -2.9743 5.7816 1.1496
57 H -2.6445 2.6071 5.1119
58 H -2.7801 2.6452 0.1559
59 H -1.4136 3.5291 0.3900

Atom charges from the Löwdin analysis, given in e for atoms 1 to 5: number 1, Tc, carries 0.728; number 2, C, carries -0.120; number 3, C, carries -0.339; number 4, Ge, carries 0.975; number 5, C, carries -0.342


Entry 6:
DFT (wB97M-V/def2-TZVPD) results for 2 unconnected molecules or ions with the total composition C2H2NO2S in a non-equilibrium geometry.

Output
- Frontier orbital gap: 0.26645 Ha
- LUMO energy: 4.06 eV
- Total charge: -1

CARTESIAN COORDINATES (ANGSTROEM)
1 C 1.3408 0.2534 -0.0644
2 C 2.3926 0.6952 0.3033
3 N -1.6719 -1.0705 -0.1486
4 O -2.2598 -2.1338 -0.4856
5 O -1.2137 1.2129 0.2894
6 S -2.4006 0.3175 0.0342
7 H 0.4650 -0.2273 -0.4401
8 H 3.3475 0.9527 0.5118

Atom charges from the Löwdin analysis, given in e for atoms 1 to 5: number 1, C, carries -0.018; number 2, C, carries -0.015; number 3, N, carries -0.544; number 4, O, carries -0.323; number 5, O, carries -0.756


Entry 7:
DFT (wB97M-V/def2-TZVPD) results for a molecular structure, C36H90N4O10Y in a non-equilibrium geometry.

Output
- Frontier orbital gap: 0.18021 Ha
- LUMO energy: -4.11 eV
- Total charge: +1

CARTESIAN COORDINATES (ANGSTROEM)
1 Y -1.3451 -18.7326 21.6462
2 C 0.7169 -18.3396 25.5900
3 C 1.1554 -18.6718 24.1596
4 C 2.5119 -19.4950 24.2447
5 O 0.1437 -19.2354 23.4285
6 H 0.6022 -19.2278 26.2113
7 H -0.3393 -18.0793 25.5219
8 H 1.3008 -17.5571 26.0747
9 H 1.4848 -17.7477 23.6846
10 H 3.3671 -18.8445 24.4282
11 H 2.7539 -19.8374 23.2386
12 H 2.5304 -20.3476 24.9236
13 C -0.4788 -14.9872 23.7786
14 C -1.9176 -15.4189 23.2390
15 C -2.8786 -14.3428 22.7444
16 O -1.8826 -16.4540 22.2547
17 H -0.1105 -15.6872 24.5287
18 H -0.6141 -13.9937 24.2061
19 H 0.2021 -14.7411 22.9638
20 H -2.3888 -15.6786 24.1870
21 H -3.9222 -14.6556 22.7095
22 H -2.3989 -14.0144 21.8223
23 H -2.8738 -13.3887 23.2715
24 C -5.2757 -16.4725 21.2506
25 O -5.4606 -17.2265 22.4813
26 H -4.2198 -16.4112 20.9872
27 H -5.8063 -16.9907 20.4518
28 H -5.6995 -15.4736 21.3541
29 H -6.4094 -17.3731 22.4840
30 C -2.5513 -15.4129 18.1800
31 O -1.3999 -15.1792 18.9680
32 H -3.2336 -16.1780 18.5504
33 H -2.9779 -14.4170 18.0603
34 H -2.2635 -15.9474 17.2746
35 H -1.7076 -15.3921 19.8521
36 C -3.1774 -19.0825 24.3025
37 O -3.2796 -18.7768 22.9726
38 H -2.3145 -19.5724 24.7535
39 H -3.2726 -18.2113 24.9506
40 H -4.0234 -19.6958 24.6127
41 H -4.1740 -18.4476 22.8572
42 C -4.2152 -10.8946 21.7279
43 O -4.4656 -9.8226 20.8522
44 H -4.2445 -11.8791 21.2611
45 H -3.2333 -10.9241 22.2003
46 H -4.9358 -10.8629 22.5451
47 H -3.8507 -9.9237 20.1219
48 C 0.7664 -12.4324 21.2895
49 C 0.1077 -11.5536 20.1896
50 C 1.1473 -11.1741 19.1624
51 O 2.3477 -10.5941 19.7736
52 C 2.3076 -9.2915 20.3069
53 N -1.0540 -12.1352 19.5425
54 H 0.1089 -12.6742 22.1246
55 H 1.6585 -11.9743 21.7165
56 H 1.2289 -13.3871 21.0387
57 H -0.2086 -10.7067 20.7986
58 H 0.6306 -10.5036 18.4756
59 H 1.3845 -12.0672 18.5842
60 H 1.8280 -9.1844 21.2799
61 H 1.8488 -8.5294 19.6770
62 H 3.3369 -8.9345 20.3415
63 H -0.8065 -13.0695 19.2494
64 H -1.2552 -11.6754 18.6661
65 C 1.5004 -16.7389 18.7292
66 C 0.6560 -17.8195 19.4243
67 C 1.3750 -19.1423 19.6892
68 O 0.3104 -19.9416 20.1755
69 C 0.3068 -21.1998 19.3642
70 N 0.3316 -17.2760 20.6605
71 H 2.5088 -17.0021 19.0483
72 H 1.2272 -15.7316 19.0437
73 H 1.5905 -16.6916 17.6440
74 H -0.3031 -17.9764 18.9308
75 H 2.1526 -19.1068 20.4522
76 H 1.9122 -19.4753 18.8012
77 H -0.5174 -21.8103 19.7331
78 H 1.2800 -21.6771 19.4786
79 H 0.1396 -21.1271 18.2896
80 H -0.1358 -16.4025 20.4638
81 H 1.2065 -16.9812 21.0699
82 C -2.4059 -9.2851 29.5981
83 C -1.9327 -10.4800 28.7271
84 C -2.6367 -11.6822 29.4347
85 C -2.5950 -12.9192 28.6568
86 C -3.3271 -12.7206 27.3894
87 C -2.8051 -11.5482 26.5207
88 N -2.6047 -10.4416 27.4519
89 O -2.4674 -9.2537 26.8040
90 C -1.4754 -11.8265 25.7449
91 C -4.0224 -11.3242 25.6423
92 C -0.3698 -10.6777 28.6809
93 H -1.7096 -8.4466 29.6118
94 H -2.2054 -9.4017 30.6631
95 H -3.3966 -8.8959 29.3633
96 H -2.0783 -11.9231 30.3393
97 H -3.6064 -11.4182 29.8567
98 H -3.0931 -13.7541 29.1496
99 H -1.5558 -13.1576 28.4302
100 H -4.3922 -12.8671 27.5688
101 H -3.2170 -13.6003 26.7553
102 H -1.0016 -10.9073 25.4003
103 H -0.7495 -12.5078 26.1887
104 H -1.7285 -12.3008 24.7967
105 H -4.8872 -11.2232 26.2981
106 H -4.1229 -10.5652 24.8664
107 H -4.1854 -12.2530 25.0958
108 H -0.0276 -10.8866 29.6945
109 H 0.0951 -9.7545 28.3349
110 H -0.0376 -11.4032 27.9383
111 H -3.3524 -8.9945 26.5373
112 C 4.7859 -12.5400 25.8814
113 C 3.9093 -12.4504 24.6164
114 C 4.5985 -11.6337 23.5029
115 C 5.6247 -12.4140 22.7473
116 C 4.8342 -13.5327 22.0991
117 C 4.2210 -14.5400 23.1679
118 N 3.3411 -13.7377 24.0646
119 O 2.6563 -14.5098 25.0812
120 C 3.2453 -15.4495 22.4686
121 C 5.2967 -15.3492 23.9484
122 C 2.7188 -11.6837 25.0114
123 H 5.7887 -12.9206 25.6874
124 H 4.4970 -13.2737 26.6339
125 H 4.7723 -11.5694 26.3772
126 H 3.8691 -11.3982 22.7280
127 H 5.0517 -10.7423 23.9366
128 H 6.5485 -12.6329 23.2828
129 H 5.9705 -11.7063 21.9938
130 H 5.6052 -13.9847 21.4751
131 H 4.0989 -13.0344 21.4672
132 H 2.5210 -15.9553 23.1070
133 H 2.6145 -14.9039 21.7667
134 H 3.7812 -16.2581 21.9715
135 H 5.7488 -16.1159 23.3192
136 H 6.1974 -14.7670 24.1430
137 H 4.8609 -15.9543 24.7434
138 H 1.9587 -11.6217 24.2327
139 H 3.0606 -10.7058 25.3506
140 H 2.2704 -12.1562 25.8854
141 H 1.7451 -14.2347 24.9564

Atom charges from the Löwdin analysis, given in e for atoms 1 to 5: number 1, Y, carries 1.807; number 2, C, carries -0.060; number 3, C, carries -0.582; number 4, C, carries -0.042; number 5, O, carries -0.344


no.,energy (eV)
1,-92855.7278
2,-9372.3645
3,-18032.8268
4,-163103.2069
5,-152201.0098
6,-18523.0743
7,-66257.3631